C24H36CuP2Si as an isolated structure. Source: the OMol25 dataset; level of theory: ωB97M-V with the def2-TZVPD basis set.

Last column: natural (NBO) charge in e.
Geometry (Å):
H (2.0652, -1.6157, -5.8371)  0.217
H (0.9884, 0.6028, -0.5054)  -0.105
H (4.2093, -1.8000, -0.7420)  0.218
C (3.7598, 2.0556, -0.1216)  -1.175
H (-1.0920, 3.5558, -1.1809)  0.228
C (-4.3066, 0.4817, 0.4029)  -0.711
C (3.9430, -2.4616, 2.5833)  -0.210
H (3.3849, 3.0131, -0.5065)  0.247
H (-1.1773, -2.7405, -1.2291)  0.218
H (4.7790, 1.9016, -0.5128)  0.245
H (-2.9071, 2.5095, 2.3696)  0.204
C (-3.5170, 1.5605, -0.3532)  -0.714
H (-6.4164, 1.3681, 2.0061)  0.226
H (-2.8814, 1.5615, 3.8913)  0.240
C (2.9860, -0.6764, 0.6432)  -0.437
H (-0.4215, 0.4500, -2.3605)  0.256
C (-1.0445, 3.0069, -0.2325)  -0.952
C (-1.1913, -2.4705, -0.1751)  -0.359
H (0.1322, -1.7670, 2.8256)  0.223
P (-1.6813, 1.3160, -0.4677)  0.814
H (3.0709, 0.6439, -5.5810)  0.214
H (5.0117, -3.3954, 0.9650)  0.214
H (-3.6932, 2.5596, 0.0805)  0.225
Cu (-0.9622, -0.2677, 0.8408)  0.725
C (2.6357, -0.1160, -2.2815)  -0.556
C (-2.3444, -2.3701, 0.6443)  -0.355
H (-5.3820, 0.6171, 0.2067)  0.227
Si (2.6555, 0.6636, -0.6097)  1.518
H (-3.8739, 1.5818, -1.3980)  0.230
H (-5.2656, 2.5564, 2.7020)  0.210
H (-4.0250, -0.5233, 0.0479)  0.245
H (-3.3683, -2.5989, 0.3489)  0.218
H (-1.3406, 1.9267, -2.8022)  0.227
C (3.0437, -1.4540, 2.9452)  -0.205
H (-1.6439, 3.5275, 0.5250)  0.240
H (1.5935, -2.9919, -3.8147)  0.219
H (3.4493, 1.6052, -3.3024)  0.204
C (2.1559, -1.4320, -2.4356)  -0.173
C (2.8009, 0.0720, -4.6963)  -0.247
C (2.5577, -0.5660, 1.9783)  -0.224
C (-1.3766, 0.9814, -2.2376)  -0.950
H (1.2375, 1.4669, -0.4300)  -0.105
C (3.0058, 0.6131, -3.4225)  -0.123
H (-2.5773, -1.8729, 2.8248)  0.240
C (3.8678, -1.7029, 0.2900)  -0.231
H (-0.0040, 2.9732, 0.1090)  0.241
H (1.9338, -2.0456, -1.5523)  0.230
H (1.8474, 0.2162, 2.2638)  0.215
C (-0.5000, -1.9223, 1.9650)  -0.411
H (-5.9235, 1.2323, 3.7146)  0.233
C (-5.5878, 1.5072, 2.7068)  -0.943
H (4.3355, -3.1272, 3.3504)  0.216
C (-0.0517, -2.1991, 0.6345)  -0.424
C (-1.9273, -2.0028, 1.9589)  -0.408
H (-2.1857, 0.3509, -2.6353)  0.247
C (2.2544, -1.2065, -4.8446)  -0.192
C (-2.8206, 1.5015, 2.7944)  -0.950
P (-4.1914, 0.3879, 2.2704)  0.803
C (1.9631, -1.9723, -3.7100)  -0.227
H (3.8154, 2.0966, 0.9739)  0.257
H (-1.8386, 1.0677, 2.5540)  0.229
H (2.7248, -1.3416, 3.9815)  0.214
H (0.9791, -2.2927, 0.3256)  0.220
C (4.3330, -2.5990, 1.2537)  -0.213

Force components x, y, z for each atom (eV/Å):
H 0.1 0.1 0.2
H -1.1 -2.7 0.1
H -0.1 0.0 0.3
C 0.9 0.7 -0.4
H 0.0 0.1 0.2
C 0.3 -0.1 0.1
C -0.2 0.1 0.0
H 0.2 -0.2 0.1
H 0.0 0.1 0.3
H -0.1 0.1 0.2
H 0.1 -0.1 0.1
C -0.3 0.2 -0.4
H 0.1 0.0 0.2
H 0.0 0.1 -0.3
C 0.0 0.3 0.4
H -0.2 0.1 0.0
C 0.1 0.3 0.0
C 0.0 -0.1 0.4
H 0.0 -0.1 0.0
P -0.3 -0.2 0.5
H -0.1 -0.1 0.1
H 0.0 0.1 0.0
H 0.0 -0.3 -0.2
Cu -0.2 0.0 -0.6
C 0.1 0.2 -0.6
C 0.3 0.0 0.4
H 0.3 -0.1 0.0
Si -0.7 -0.3 0.5
H 0.0 0.2 0.3
H -0.3 -0.1 0.0
H -0.1 0.5 0.0
H 0.3 0.2 0.1
H -0.1 -0.3 0.1
C -0.2 0.3 -0.3
H 0.2 -0.1 -0.1
H 0.0 0.3 0.0
H -0.2 -0.3 -0.1
C -0.1 0.0 -0.2
C 0.0 -0.1 0.0
C 0.4 -0.4 0.1
C 0.0 0.1 -0.3
H 1.2 1.9 -0.1
C -0.2 -0.3 -0.1
H 0.3 -0.1 -0.4
C 0.1 -0.1 0.3
H -0.2 0.1 -0.1
H 0.0 0.4 -0.5
H 0.2 -0.2 -0.1
C -0.1 -0.1 -0.1
H 0.0 0.2 -0.2
C 0.0 0.2 0.2
H -0.1 0.1 -0.2
C -0.1 -0.5 -0.2
C -0.2 -0.3 -0.1
H 0.3 0.1 0.1
C 0.1 0.2 0.4
C 0.2 0.0 0.1
P -0.3 -0.3 -0.1
C 0.1 0.2 0.1
H -0.1 0.0 -0.2
H -0.3 0.2 0.1
H 0.1 -0.1 -0.2
H -0.1 0.1 0.1
C -0.1 0.1 0.1

Calculated values
Spin multiplicity: 2
Energy above the lowest of the compared OMol25 structures with the same formula, charge and spin: 7.62 kcal/mol
E: -96562.88609 eV
LUMO (spin up / spin down): 0.662 / 0.413 eV

A 7-piece molecular cluster, C24H36F2O21 overall. Source: the OMol25 dataset; level of theory: ωB97M-V with the def2-TZVPD basis set.

Last column: Mulliken charge in e.
Geometry (Å):
O (-1.7450, 0.7425, -2.1580)  -0.586
H (5.3455, -1.1089, -1.0924)  0.363
C (-5.7158, -0.2794, -3.8342)  0.461
H (4.4862, -1.0545, 1.1742)  0.290
H (1.0666, 7.6585, 3.0213)  0.261
C (-4.2535, -0.0770, -3.6555)  -0.015
C (-2.9813, -1.9592, 3.4641)  -1.016
O (0.6930, -2.1116, 3.1217)  -0.088
H (-1.6312, 3.2137, -5.5065)  0.410
O (1.3161, 2.6088, -5.5471)  -0.591
H (-0.4154, 4.4111, -1.8614)  0.262
O (-4.1904, -2.0696, -6.4334)  -0.603
H (-3.3965, -2.9234, 3.7575)  0.377
C (1.9951, -3.2773, 4.5969)  0.357
C (-1.2438, 0.3015, -1.1072)  0.451
C (-0.1464, 0.3793, 0.9394)  0.534
C (1.7282, -1.9555, 4.0801)  -0.397
H (6.1154, -2.4883, -1.7801)  0.352
H (-0.8702, -1.5105, 1.3446)  -0.783
H (0.4631, -1.5708, 0.2440)  -0.470
C (5.8419, -2.0415, -0.8242)  -1.484
C (-1.3421, 2.6178, -4.6408)  -0.567
O (1.3126, 6.3914, 1.3569)  -0.360
H (-5.6944, -2.0962, 3.1471)  0.315
O (3.9368, -3.4567, -0.8057)  -0.341
H (2.4393, 6.6244, 3.0371)  0.271
H (3.9753, -4.0117, 3.8348)  0.230
C (1.0226, 3.2060, -4.5131)  0.666
H (0.9037, 5.9096, 3.4421)  0.322
O (-4.8373, 0.1918, -0.2071)  -0.548
H (0.9449, 3.4126, -1.2868)  0.159
C (4.3335, -2.1338, 1.1725)  -0.487
O (-3.5659, -0.7009, 1.4761)  -0.190
O (-1.2700, -0.9187, -0.6449)  -0.335
C (1.3784, 6.6405, 2.7875)  -0.681
O (-3.6721, -0.5988, -4.8913)  -0.323
H (-4.0197, 0.9429, -3.3501)  0.201
H (6.7853, -1.7456, -0.3652)  0.389
C (0.1852, 4.1374, -0.9940)  -0.407
H (5.5914, -3.7734, 0.4479)  0.269
H (-3.1756, -2.7174, 1.5360)  0.179
C (-4.5313, -1.3251, -5.5106)  0.650
C (0.8758, 5.2100, 0.9321)  0.855
H (-6.1042, -0.7148, -2.9135)  0.286
C (2.7956, -3.2924, -0.1647)  0.464
H (-2.0996, 2.5504, -3.8600)  -0.003
O (1.6834, -3.5386, -0.6653)  -0.580
C (-4.7210, -0.5345, 0.7893)  0.526
O (0.5781, 4.3144, 1.7263)  -0.599
O (-0.4631, -4.0069, 2.3522)  -0.639
O (-0.5859, 1.1283, -0.2309)  -0.311
C (-5.2417, -2.2496, 2.1676)  -0.336
H (-0.5666, 3.6443, -0.3777)  0.296
C (-3.6772, -1.9585, 2.1364)  0.496
H (-1.8985, -2.0803, 3.4309)  -0.005
C (4.9870, -2.9470, 0.0737)  0.532
H (-0.9922, 1.6246, -4.9223)  0.357
H (3.8946, 4.5624, -3.5025)  0.257
H (1.4238, -3.4273, 5.5130)  0.345
H (-3.8287, -0.7549, -2.9152)  -0.044
H (4.7782, -2.3837, 2.1358)  0.298
O (0.8621, 5.2435, -0.3948)  -0.339
H (2.5946, -1.4428, 3.6622)  0.200
O (-5.7053, -1.3913, 1.2051)  -0.344
H (3.7224, 3.0808, -4.4689)  0.307
H (3.5208, -4.7399, 5.3350)  0.369
C (3.2633, 4.0374, -4.2194)  -0.703
F (-6.3615, 0.8250, -4.1163)  -0.297
H (4.0116, -3.0572, 5.3236)  0.382
H (-0.6056, 0.5828, 1.9068)  0.239
O (1.2883, -4.1031, 3.7186)  -0.342
C (3.4518, -3.8106, 4.7695)  -1.349
C (-0.4285, -0.9949, 0.4920)  1.423
O (2.9446, -2.5717, 0.9717)  -0.094
H (3.3054, 4.6536, -5.1175)  0.296
F (1.1656, 0.5320, 1.0172)  -0.319
O (-0.2597, 3.2440, -3.9592)  -0.128
C (0.4984, -3.4800, 2.9770)  0.621
O (-5.7382, -1.2688, -4.9005)  -0.340
O (1.8844, 3.8927, -3.7835)  -0.237
H (-3.2909, -1.2135, 4.1963)  0.275
H (-5.4186, -3.2623, 1.8051)  0.306
H (1.2951, -1.3860, 4.9025)  0.384

Force components x, y, z for each atom (eV/Å):
O 1.6 -1.8 3.3
H -0.4 -0.1 0.2
C 1.3 -2.8 0.6
H -0.7 0.1 -0.9
H -0.4 -0.2 -0.5
C 1.2 -0.8 0.1
C -0.7 -1.1 0.3
O -0.3 -1.1 -0.6
H -0.1 -0.1 0.1
O -0.7 1.0 1.7
H 0.7 0.7 -0.1
O -1.8 1.8 1.9
H 0.5 -0.3 1.1
C 1.4 -3.0 1.8
C -1.2 3.0 -2.6
C -0.8 0.2 -2.1
C -0.2 2.9 0.0
H -0.1 -0.4 0.2
H -0.6 -0.4 -0.6
H 0.1 0.2 -0.2
C 0.5 0.1 -0.3
C 0.7 -0.5 0.1
O -0.2 0.9 0.7
H 0.0 0.2 0.0
O 0.9 -0.1 1.5
H 0.1 -0.1 0.0
H -0.3 0.3 -0.3
C -1.2 -1.5 -2.1
H -0.4 0.0 -0.6
O 0.1 -1.8 3.3
H -0.2 0.0 -0.1
C -0.6 -1.3 -0.2
O -1.4 0.1 -0.5
O -0.4 -0.9 -0.1
C 1.2 -0.1 -0.1
O 1.5 2.9 1.5
H 0.4 -0.1 -0.7
H 0.0 -0.1 0.3
C -0.5 -1.2 -0.6
H -0.3 -0.1 0.0
H -0.1 0.0 -0.3
C 0.6 -3.2 -2.5
C -0.2 -0.8 2.2
H -0.6 -0.1 -0.3
C -4.2 0.7 -2.4
H -0.1 0.0 -0.4
O 3.4 0.3 2.1
C -0.2 1.4 -3.6
O 0.2 0.8 -2.0
O 3.6 2.4 1.7
O -0.4 0.0 1.0
C 2.3 -0.9 0.6
H 0.5 0.2 0.7
C 0.0 -0.1 0.7
H -0.2 0.2 -0.2
C 1.8 1.2 -2.1
H -0.5 0.0 -0.3
H -0.8 -0.2 0.6
H 0.5 0.1 0.5
H -0.3 0.3 0.3
H -0.7 -0.7 0.3
O -0.8 -0.2 0.6
H -0.1 0.0 -0.2
O -0.1 2.2 -1.3
H -0.3 -0.1 0.1
H -0.4 0.1 0.1
C -0.2 -0.2 -1.1
F -1.1 1.4 -1.0
H 0.1 0.0 0.0
H -0.2 1.0 -0.4
O 2.0 -3.6 0.5
C -0.6 0.7 0.1
C -0.1 -2.3 1.0
O 0.4 0.5 1.4
H -0.3 -0.1 -0.1
F 1.9 0.7 0.6
O 3.1 1.1 0.1
C -6.2 0.6 -3.4
O -1.2 0.7 0.3
O 0.3 0.7 1.1
H -0.1 0.1 -0.3
H -0.1 -0.1 0.4
H 0.3 0.6 -0.2

Calculated values
SMILES: O=C1OC[C@@H](F)O1.O=C1OC[C@@H](F)O1.C[C@H]1COC(=O)O1.C[C@H]1COC(=O)O1.C[C@H]1COC(=O)O1.COC(=O)OC.COC(=O)OC
Spin multiplicity: 1
E: -73902.37963 eV
LUMO: -0.098 eV

C24H36HgNO17S2 as an isolated structure. Source: the OMol25 dataset; level of theory: ωB97M-V with the def2-TZVPD basis set.

Last column: Mulliken charge in e.
Geometry (Å):
H (0.4884, -5.6938, -0.3929)  0.321
O (-0.2725, -6.8244, -1.9258)  -0.340
C (-2.3543, 0.7148, 2.6378)  0.146
C (3.2444, 4.0258, 0.7950)  -0.562
O (-1.7199, -0.2497, 2.2365)  -0.304
C (-0.4013, 1.0978, -0.2117)  0.190
O (-5.3281, -2.0394, -0.6130)  -0.414
H (-4.0157, 2.0967, 4.9279)  0.398
H (2.4628, -3.3802, -2.1123)  0.178
H (4.3450, 6.9007, -0.6073)  0.368
H (3.5567, 1.9768, 5.1440)  0.323
H (-0.2240, -0.1612, -1.9509)  0.469
H (-2.4731, 2.8052, 4.6095)  0.210
O (-6.8964, -1.7237, -2.5568)  -0.512
O (-0.7562, 4.6403, -0.0170)  -0.603
C (-2.8182, 1.9391, 1.9184)  0.047
H (-3.4830, -2.7260, 0.0804)  0.102
O (3.5162, -3.6661, -3.7919)  -0.379
C (1.7940, 0.3188, 2.9718)  0.397
H (-4.8054, 2.3780, 2.7540)  0.318
O (-2.7235, -7.3794, -2.0752)  -0.525
H (-0.7647, -3.8047, -1.3941)  0.156
O (1.0515, 1.4581, 3.1029)  -0.196
H (3.8404, 0.5784, 3.4115)  0.314
C (-0.4741, -6.0204, -0.7941)  -0.300
N (-0.0188, 5.5016, -0.4378)  1.051
C (1.8937, 4.1879, 0.5236)  0.686
H (-1.4872, 1.1560, -0.2626)  0.018
C (1.6456, 2.3551, 4.0372)  -0.378
H (-2.1066, -4.6171, -0.6839)  -0.088
Hg (-0.2747, -2.0604, 1.8633)  1.511
H (3.1545, -1.4449, -5.4501)  0.216
C (0.1325, -0.1083, -0.9133)  -0.645
O (-0.2240, -1.3146, -0.3204)  -0.393
C (2.8634, -1.5090, -3.3056)  -0.237
H (-2.5883, -0.8919, -1.9304)  -0.002
O (5.1145, -3.3476, -5.2917)  -0.569
H (3.6785, 3.1578, 1.2729)  0.493
O (-2.6812, 0.8457, 3.9118)  -0.406
H (-2.7804, -2.6003, -2.1923)  -0.072
C (3.6700, 6.1312, -0.2562)  -0.387
O (1.4366, -0.5367, 2.1949)  -0.751
H (-0.1221, 1.0835, 0.8465)  -0.499
H (1.9147, -1.0108, -3.5289)  0.147
H (0.9239, 2.9983, 4.5374)  0.423
O (-1.6328, -5.1525, -2.6523)  -0.337
C (-3.2258, 2.1409, 4.1805)  -0.502
H (-1.9334, 2.5687, 1.7707)  -0.056
H (-3.7833, -0.9231, 0.1209)  -0.134
H (3.2955, -0.9224, -2.4949)  0.282
C (-1.2286, -4.7879, -1.3153)  0.223
H (1.2143, 0.0596, -0.9970)  0.231
H (-3.6275, 3.7394, 2.7563)  0.355
H (-0.9184, -6.5423, 0.0535)  0.302
S (-5.6780, -2.3591, -2.2035)  1.028
C (2.5899, 1.5486, 4.8753)  -0.587
C (-3.2819, -1.7181, -1.7841)  0.362
O (-4.3484, -1.4736, -2.6862)  -0.489
O (-5.3984, -3.7225, -2.4779)  -0.471
C (2.9390, 0.3767, 3.9912)  -0.446
H (1.9880, 7.0289, -1.3015)  0.475
H (1.4976, -3.0982, -3.6226)  0.171
H (2.1930, 1.3193, 5.8665)  0.309
C (2.3370, 6.2788, -0.6065)  -0.518
C (3.7442, -1.4612, -4.5263)  -0.507
H (2.9337, -0.5926, 4.4864)  0.371
H (2.2739, 3.1356, 3.5892)  0.137
H (0.1535, 1.9825, -0.5294)  0.308
C (1.4419, 5.3127, -0.1861)  -0.263
H (4.4338, -0.6246, -4.5310)  0.373
C (4.1395, 5.0456, 0.4645)  -0.757
C (-3.9573, -1.8665, -0.3947)  0.521
S (-1.6295, -6.7936, -2.8053)  1.057
C (4.2350, -2.8907, -4.6164)  0.396
C (-3.7600, 2.6651, 2.8515)  -0.717
O (-1.3581, -7.1205, -4.1664)  -0.500
H (-3.2112, 1.7736, 0.9164)  0.503
H (5.2102, 5.0018, 0.6068)  0.383
H (1.2758, 3.3651, 0.8546)  0.231
O (-0.3180, 6.4492, -1.1240)  -0.590
C (2.4606, -2.9794, -3.1240)  -0.067

Force components x, y, z for each atom (eV/Å):
H 0.3 -0.3 -0.5
O -0.1 -1.5 -0.3
C -0.1 0.1 0.6
C 0.8 1.0 0.0
O -0.6 0.3 0.0
C 0.2 0.6 0.7
O -1.2 -0.5 -0.7
H 0.1 -0.6 0.0
H -0.3 0.3 0.1
H 0.2 -0.1 0.1
H -0.3 0.9 -0.3
H -0.3 -0.2 0.0
H 0.4 -0.3 -0.2
O 0.8 -0.2 0.2
O -0.6 -0.1 0.3
C 0.1 0.5 -1.4
H -0.3 0.1 0.5
O -0.5 -1.1 0.0
C -0.7 1.7 1.3
H 0.0 0.1 -0.3
O 1.2 0.7 -0.6
H 0.8 -0.4 0.0
O 0.3 -0.7 -0.6
H 0.2 -0.4 0.2
C 1.3 1.1 0.9
N 1.6 -0.3 -0.8
C 0.1 -0.3 0.0
H 0.1 0.4 -0.2
C 1.3 2.0 0.2
H -0.3 -0.2 -0.2
Hg 0.0 1.5 -2.1
H -0.1 0.6 0.0
C 1.0 0.5 1.1
O -0.7 -2.1 0.4
C -1.8 1.4 0.1
H -0.1 0.1 0.5
O -0.4 0.3 0.2
H -0.5 -0.2 0.1
O 0.4 -0.6 0.5
H 0.1 -0.3 0.7
C 0.1 0.6 -0.3
O 0.8 -0.1 0.3
H -0.1 -0.5 0.0
H 0.1 0.4 0.1
H -0.6 -0.9 0.2
O -0.8 -0.5 -0.1
C -0.9 1.3 0.6
H 0.2 -0.1 -0.1
H -0.2 -0.2 0.5
H 0.2 -0.7 0.4
C -1.6 -0.2 -0.2
H 0.2 -0.5 0.0
H -0.3 0.0 0.1
H -0.7 -0.1 -0.4
S 2.2 1.3 0.8
C 0.8 -0.5 1.6
C -0.1 -0.4 -1.2
O -2.2 -0.2 -0.4
O -0.3 0.0 0.1
C -1.2 -0.9 -1.0
H 0.1 0.3 0.3
H 0.1 -0.6 0.0
H -0.4 -0.6 -0.3
C -0.4 -0.6 -0.3
C -0.7 -0.9 -0.5
H 0.6 0.0 -0.1
H -0.2 -0.3 -1.1
H -0.7 0.2 -0.6
C 0.3 -0.5 1.0
H 0.4 -0.4 -0.2
C -0.4 0.2 -0.8
C 1.5 0.3 -1.0
S 0.0 1.1 0.1
C 1.7 0.1 -0.2
C 0.4 -0.4 0.5
O -0.1 0.3 1.3
H 0.0 -0.3 0.1
H 0.0 -0.3 0.4
H -0.6 0.3 -0.2
O -0.5 0.0 0.3
C 1.3 0.7 -0.1

Calculated values
Spin multiplicity: 1
Energy above the lowest of the compared OMol25 structures with the same formula, charge and spin: 0.00 kcal/mol
E: -87599.10198 eV
LUMO: -7.064 eV
Total charge: +1